Record 1
The molecule CH5N3O at a distorted geometry. Source: OMol25; level of theory: the ωB97M-V functional and the def2-TZVPD basis.

XYZ file:
```
10
Properties=species:S:1:pos:R:3:lowdin_charge:R:1
C 0.106 0.382 0.220 -0.5737
H 1.971 0.847 -0.388 0.0814
H 1.082 0.226 -1.538 0.0984
H -0.792 1.199 1.444 0.0317
H -1.474 -0.167 0.963 0.1572
H -0.262 -2.006 -0.589 0.1435
N 1.301 0.094 -0.529 0.0958
N 0.156 1.222 1.114 0.1114
N -1.037 -0.394 0.039 -0.1299
O -1.053 -1.403 -0.735 -0.0158
```

As for the HOMO energy: -8.85 eV. As for the total energy: -280.5072 Eh. The energy above the lowest of the compared OMol25 structures with the same formula, charge and spin comes out at 2.649 eV. Its spin multiplicity is 1. The max |F| is 7.1 eV/A. As for the SMILES: [H]/N=C(/N)NO. The frontier orbital gap is 9.653 eV.



Record 2
A structure of composition C32H39As2MnNOP2S4Si at a distorted geometry. Source: OMol25; level of theory: the ωB97M-V functional and the def2-TZVPD basis.

XYZ file:
```
83
Properties=species:S:1:pos:R:3:lowdin_spin:R:1
Mn -1.215 0.848 0.115 2.8371
N 1.323 -1.383 1.183 -0.0108
P 0.451 -0.624 -0.073 -0.0115
C 0.329 -2.043 -1.228 -0.0029
C -0.923 -2.627 -1.371 0.0013
C -1.107 -3.682 -2.245 0.0002
C -0.038 -4.157 -2.987 -0.0005
C 1.216 -3.586 -2.843 -0.0002
C 1.403 -2.535 -1.959 -0.0012
C 1.756 0.363 -0.899 0.0081
C 1.542 0.702 -2.234 0.0048
C 2.401 1.574 -2.871 0.0005
C 3.466 2.132 -2.179 0.0024
C 3.672 1.813 -0.847 0.0008
C 2.820 0.930 -0.205 0.0032
P 1.128 -0.714 2.792 0.0035
C 2.536 -1.562 3.609 0.0018
C 2.748 -2.932 3.530 0.0001
C 3.790 -3.506 4.232 0.0003
C 4.621 -2.719 5.013 0.0000
C 4.418 -1.351 5.089 0.0003
C 3.374 -0.773 4.387 0.0044
C -0.229 -1.822 3.305 0.0032
C -0.671 -1.723 4.622 0.0063
C -1.794 -2.415 5.034 0.0057
C -2.489 -3.201 4.128 0.0001
C -2.052 -3.302 2.818 0.0004
C -0.927 -2.616 2.404 0.0019
H 2.312 -1.453 0.943 -0.0012
H -1.747 -2.203 -0.802 0.0024
H -2.086 -4.125 -2.359 0.0000
H -0.180 -4.971 -3.684 0.0000
H 2.047 -3.955 -3.430 0.0000
H 2.381 -2.086 -1.857 -0.0001
H 0.683 0.270 -2.735 0.0002
H 2.247 1.831 -3.910 0.0000
H 4.132 2.820 -2.682 0.0002
H 4.502 2.251 -0.310 0.0000
H 2.964 0.720 0.849 0.0004
H 2.083 -3.535 2.928 0.0000
H 3.948 -4.575 4.185 0.0000
H 5.424 -3.178 5.573 0.0000
H 5.060 -0.736 5.704 0.0000
H 3.184 0.289 4.458 0.0037
H -0.140 -1.083 5.316 0.0048
H -2.143 -2.317 6.052 0.0026
H -3.384 -3.723 4.436 0.0000
H -2.601 -3.899 2.103 0.0000
H -0.598 -2.698 1.376 0.0005
S -2.413 1.020 5.875 0.2687
As -1.097 2.089 4.632 0.2936
S -1.332 1.040 2.398 0.1760
S 0.193 2.030 1.460 0.0313
S 0.904 1.781 5.208 0.2777
C -1.384 4.736 1.969 0.0063
As -1.439 3.878 0.198 0.0060
C 0.122 4.061 -0.974 0.0057
C -2.599 5.228 -0.665 -0.0005
O -2.329 2.516 -0.070 0.0115
H -1.443 5.817 1.835 -0.0001
H -0.494 4.479 2.544 0.0031
H -2.270 4.392 2.514 0.0029
H 0.256 5.112 -1.226 0.0004
H -0.127 3.488 -1.876 0.0008
H 1.037 3.661 -0.536 0.0007
H -2.126 6.211 -0.729 -0.0001
H -3.527 5.314 -0.093 0.0000
H -2.841 4.876 -1.671 0.0000
C -1.438 1.822 -5.236 0.0031
Si -2.459 0.323 -4.605 0.0093
C -4.292 0.584 -5.096 0.0011
C -1.804 -1.264 -5.454 -0.0004
C -2.187 0.232 -2.791 0.0458
C -1.864 0.298 -1.607 -0.0168
H -1.757 2.182 -6.210 0.0005
H -0.384 1.568 -5.292 0.0000
H -1.532 2.646 -4.534 0.0001
H -4.433 0.583 -6.174 0.0001
H -4.660 1.533 -4.717 0.0000
H -4.925 -0.196 -4.683 0.0001
H -2.043 -1.295 -6.514 -0.0001
H -2.223 -2.153 -4.993 0.0001
H -0.725 -1.328 -5.357 0.0000
```

Its total charge is -1. As for the HOMO energy (spin up / spin down): -4.20 / -4.27 eV. As for the total energy: -9560.3356 Eh. The energy above the lowest of the compared OMol25 structures with the same formula, charge and spin comes out at 1.117 eV. Its spin multiplicity is 5. The max |F| is 2.4 eV/A. The frontier orbital gap (spin up / spin down) is 6.630 / 5.139 eV.



Record 3
A cluster of 2 separate species, C11H23N3O5 in total. Source: OMol25; level of theory: the ωB97M-V functional and the def2-TZVPD basis.

XYZ file:
```
42
Properties=species:S:1:pos:R:3:lowdin_charge:R:1
C -5.083 -0.334 -0.606 -0.2755
C -4.868 -1.654 0.153 -0.5109
C -3.978 0.681 -0.238 -0.3421
C -3.916 0.932 1.272 -0.0542
C -2.621 0.264 -0.821 -0.2265
C -1.531 1.318 -0.641 -0.1024
C 3.873 0.691 0.145 -0.3307
C 2.812 1.700 -0.289 -0.4666
C 3.507 -0.705 -0.358 -0.1393
C 4.374 -1.818 0.247 -0.1124
C 5.861 -1.582 0.054 -0.5303
H -6.432 1.207 -0.348 0.0902
H -7.121 -0.178 -0.877 0.0960
H -4.989 -0.570 -1.673 0.1511
H -4.269 1.625 -0.731 0.1398
H -3.536 0.049 1.799 0.0953
H -4.902 1.169 1.684 0.0768
H -3.253 1.771 1.502 0.0761
H -2.751 0.061 -1.894 0.1162
H -2.312 -0.686 -0.369 0.1109
H -1.274 1.467 0.412 0.0699
H -0.615 1.019 -1.162 0.0556
H -1.841 2.289 -1.050 0.0802
H -6.280 -1.038 1.185 0.0920
H 3.837 1.616 2.003 0.0755
H 4.947 0.406 1.834 0.0687
H 4.813 1.002 -0.342 0.1467
H 3.573 -0.718 -1.452 0.1285
H 2.461 -0.898 -0.097 0.1251
H 4.071 -2.783 -0.172 0.1125
H 4.194 -1.852 1.326 0.1201
H 7.484 -2.280 -0.966 0.1121
H 6.026 -3.169 -1.280 0.1016
H 4.001 3.046 0.375 0.1100
N -6.408 0.195 -0.258 0.0394
N 3.998 0.697 1.604 0.0722
N 6.495 -2.408 -0.817 0.1680
O -4.021 -2.456 -0.151 0.1033
O -5.678 -1.816 1.203 0.1033
O 1.788 1.432 -0.855 0.1212
O 6.458 -0.681 0.633 0.0253
O 3.104 2.990 0.016 0.1073
```

As for the HOMO energy: -9.71 eV. As for the total energy: -973.4808 Eh. The energy above the lowest of the compared OMol25 structures with the same formula, charge and spin comes out at 0.314 eV. Its spin multiplicity is 1. The max |F| is 0.5 eV/A. As for the SMILES: CC[C@H](C)[C@H](N)C(=O)O.NC(=O)CC[C@H](N)C(=O)O. The frontier orbital gap is 10.299 eV.



Record 4
A cluster of 2 separate species, C4H11N2 in total at a distorted geometry. Source: OMol25; level of theory: the ωB97M-V functional and the def2-TZVPD basis.

XYZ file:
```
17
Properties=species:S:1:pos:R:3:lowdin_charge:R:1
C -0.289 -0.575 1.289 -0.0789
C 0.272 -1.948 -0.683 0.0366
C -1.404 1.367 0.063 0.0354
C 1.350 1.018 -0.472 0.2032
N -0.645 -1.046 0.056 -0.0990
N -0.402 0.274 0.122 -0.1335
H -0.993 -0.522 2.139 0.1553
H 0.728 -0.747 1.590 0.1260
H -0.179 -2.043 -1.614 0.0754
H 1.229 -1.348 -0.806 0.0897
H 0.367 -2.799 -0.045 0.1028
H -2.369 1.047 -0.282 0.1092
H -1.462 1.764 1.043 0.0944
H -1.060 2.149 -0.579 0.0801
H 1.635 0.522 -1.444 0.0823
H 1.026 2.022 -0.590 0.0417
H 2.196 0.864 0.213 0.0793
```

Its total charge is +1. As for the HOMO energy: -14.77 eV. As for the total energy: -268.1052 Eh. The energy above the lowest of the compared OMol25 structures with the same formula, charge and spin comes out at 5.435 eV. Its spin multiplicity is 1. The max |F| is 5.7 eV/A. The frontier orbital gap is 10.274 eV.



Record 5
A structure of composition C34H23ClF5IrNO3SSi. Source: OMol25; level of theory: the ωB97M-V functional and the def2-TZVPD basis.

XYZ file:
```
70
Properties=species:S:1:pos:R:3:lowdin_spin:R:1
Ir -1.969 0.078 0.607 0.5864
F -2.766 -0.456 -2.783 0.0036
C -3.743 0.030 -2.007 0.0123
C -3.549 0.226 -0.652 -0.0046
C -4.626 0.796 0.021 0.0123
F -4.474 1.071 1.337 0.0039
C -5.833 1.107 -0.566 -0.0028
F -6.829 1.637 0.139 -0.0021
C -5.990 0.862 -1.920 0.0161
F -7.140 1.145 -2.523 0.0054
C -4.939 0.327 -2.641 -0.0029
F -5.081 0.104 -3.947 -0.0022
C 3.814 -1.240 1.518 -0.0001
C 3.739 -1.045 0.147 -0.0001
C 2.502 -0.888 -0.461 -0.0006
C 1.315 -0.940 0.280 -0.0023
C 1.414 -1.150 1.655 -0.0005
C 2.650 -1.287 2.271 0.0000
Si -0.270 -0.956 -0.728 -0.0040
C 0.003 0.033 -2.290 0.0018
C -0.036 1.428 -2.336 0.0009
C 0.250 2.109 -3.510 0.0001
C 0.586 1.408 -4.659 0.0001
C 0.636 0.022 -4.631 0.0002
C 0.345 -0.658 -3.457 0.0002
C -0.629 -2.764 -1.105 0.0037
C -1.584 -3.203 -2.027 0.0013
C -1.830 -4.554 -2.216 0.0001
C -1.125 -5.502 -1.487 -0.0011
C -0.163 -5.090 -0.577 0.0001
C 0.082 -3.737 -0.392 0.0006
H 4.779 -1.341 1.999 0.0000
H 4.644 -0.996 -0.445 0.0000
H 2.463 -0.726 -1.533 0.0000
H 0.525 -1.200 2.270 -0.0001
H 2.702 -1.435 3.342 0.0000
H -0.309 1.995 -1.455 0.0003
H 0.206 3.191 -3.528 0.0000
H 0.807 1.941 -5.576 0.0000
H 0.899 -0.531 -5.523 0.0000
H 0.384 -1.741 -3.452 0.0000
H -2.144 -2.489 -2.612 -0.0001
H -2.576 -4.868 -2.935 0.0000
H -1.321 -6.557 -1.633 -0.0001
H 0.400 -5.821 -0.012 0.0000
H 0.843 -3.438 0.318 0.0000
C 2.752 2.462 5.111 0.0000
C 3.083 2.391 3.649 0.0000
C 4.356 2.081 3.203 0.0000
C 4.637 2.026 1.846 0.0000
Cl 6.244 1.616 1.322 0.0000
C 3.653 2.262 0.910 0.0000
C 2.367 2.565 1.339 0.0000
C 2.092 2.642 2.695 0.0000
O 0.865 2.977 3.211 0.0001
C -0.165 3.239 2.305 -0.0001
C -0.727 1.990 1.674 0.0034
O -1.439 2.106 0.605 0.0219
O -0.577 0.849 2.165 0.0086
H 3.606 2.154 5.712 0.0000
H 1.904 1.819 5.350 0.0000
H 2.472 3.476 5.401 0.0000
H 5.141 1.878 3.921 0.0000
H 3.874 2.193 -0.145 0.0000
H 1.606 2.730 0.588 0.0000
H 0.127 3.935 1.514 0.0000
H -0.974 3.704 2.871 0.0002
S -2.477 -1.928 1.378 0.2420
C -4.172 -1.986 1.501 0.0291
N -5.318 -2.075 1.593 0.0689
```

As for the HOMO energy (spin up / spin down): -8.68 / -8.68 eV. As for the total energy: -3341.4586 Eh. The energy above the lowest of the compared OMol25 structures with the same formula, charge and spin comes out at 0.000 eV. Its spin multiplicity is 2. The max |F| is 0.3 eV/A. The frontier orbital gap (spin up / spin down) is 7.856 / 5.788 eV.